# C48H108BrP3

4 unconnected molecules or ions with the total composition C48H108BrP3 (the ωB97M-V functional and the def2-TZVPD basis, the OMol25 dataset).

The geometry in XYZ format:
```
160
Properties=species:S:1:pos:R:3:forces:R:3:lowdin_charge:R:1
C -21.483266 15.670048 -8.617805 -1.3 0.7 1.1 -0.05
C -22.728690 15.460930 -7.717758 0.0 0.8 -0.7 -0.26
C -23.912188 16.364257 -8.041520 -0.3 -0.6 -1.1 -0.23
C -25.204232 15.803901 -7.457369 -0.5 0.6 -0.4 -0.30
P -26.009549 16.723828 -6.183210 -1.1 1.0 1.2 1.04
C -24.773144 17.225816 -4.908747 0.7 0.0 -0.8 -0.24
C -24.879570 16.893871 -3.426234 -1.0 -1.8 -0.7 -0.26
C -23.681879 17.326821 -2.628122 -0.3 -1.4 0.4 -0.30
C -23.471753 18.781254 -2.551976 -1.8 2.3 0.8 -0.11
C -27.295051 15.659682 -5.441434 -0.5 1.6 -1.0 -0.26
C -28.534348 15.344624 -6.302371 0.8 -0.2 -0.2 -0.22
C -29.266698 14.112567 -5.765366 0.3 -0.6 0.8 -0.24
C -28.947666 12.872017 -6.606620 1.7 -1.2 0.8 -0.11
C -26.803074 18.257882 -6.851540 0.8 0.0 1.8 -0.23
C -27.482894 19.245425 -5.794249 0.7 -0.6 -1.7 -0.20
C -27.200139 20.716269 -6.194606 0.1 -1.7 -1.0 -0.28
C -27.652444 21.720555 -5.175560 0.2 0.8 0.0 -0.11
H -20.751714 14.939603 -8.347838 0.7 -0.3 0.0 0.04
H -21.088841 16.690710 -8.468727 0.0 -0.5 -0.2 0.09
H -21.785532 15.521722 -9.647047 0.1 0.1 -0.3 0.08
H -22.582517 15.532305 -6.654880 0.7 0.1 0.6 0.10
H -23.130154 14.490471 -7.831859 -0.1 -1.5 -0.3 0.05
H -24.109054 16.333200 -9.131839 0.6 0.7 0.4 0.13
H -23.695441 17.355128 -7.676831 -0.1 0.6 -0.3 0.10
H -25.043150 14.899231 -6.954714 0.7 -1.7 1.0 0.01
H -25.942373 15.473182 -8.192298 -0.1 0.5 -0.2 0.10
H -24.661603 18.303512 -5.062948 0.1 0.0 0.0 0.09
H -23.828381 16.758981 -5.225394 -0.1 0.2 -0.3 0.09
H -25.002435 15.776124 -3.365089 0.1 0.9 0.1 0.10
H -25.779093 17.317574 -3.030201 -0.7 0.3 0.5 0.10
H -22.813036 16.867847 -3.068028 0.6 -0.4 -0.2 0.09
H -23.806267 16.871904 -1.617301 0.2 0.4 -0.5 0.13
H -23.512098 19.331906 -3.491600 0.4 -0.4 -0.4 0.07
H -22.525569 19.003132 -2.082131 0.1 0.3 0.3 0.08
H -24.356920 19.285688 -2.014029 1.5 -0.7 -0.2 0.12
H -27.623003 16.229704 -4.578662 0.0 -0.2 0.6 0.10
H -26.829341 14.745435 -5.200947 0.8 -1.1 0.8 0.00
H -28.222408 15.131833 -7.317759 0.2 -0.2 -0.4 0.09
H -29.120130 16.228212 -6.425957 -0.8 0.6 0.3 0.10
H -30.334645 14.246786 -5.664449 -0.3 0.3 -0.3 0.11
H -28.931703 13.908941 -4.719825 -0.2 0.2 -0.6 0.10
H -28.862028 13.102868 -7.670755 -0.5 -0.2 0.0 0.06
H -29.595210 11.993959 -6.395952 0.1 0.8 -0.4 0.08
H -27.901478 12.478787 -6.329771 -1.2 0.7 -0.3 0.05
H -27.492501 17.824676 -7.517690 -1.1 -0.1 -1.2 0.07
H -26.015873 18.771956 -7.400715 0.0 0.1 -0.2 0.09
H -27.049425 18.983775 -4.844150 -0.1 0.3 0.8 0.08
H -28.554515 19.071397 -5.804619 -0.1 -0.2 0.3 0.11
H -27.679841 20.854059 -7.205403 0.3 0.2 1.0 0.13
H -26.123118 20.735112 -6.402153 0.0 0.5 0.2 0.10
H -27.247305 22.687754 -5.485644 -0.3 0.1 0.1 0.08
H -27.241917 21.560417 -4.157931 -0.4 -0.2 -0.5 0.09
H -28.749181 21.799278 -5.185748 0.4 0.0 0.4 0.09
C -27.693213 14.411992 -1.744024 0.4 -1.6 0.2 -0.07
C -26.814136 13.404596 -0.892815 -0.9 0.2 -0.8 -0.23
C -25.537806 13.011808 -1.605830 -0.1 -1.5 1.0 -0.27
C -24.809353 11.934109 -0.765507 2.3 -0.1 0.3 -0.24
P -23.413412 10.972866 -1.540858 -0.6 1.9 0.1 0.99
C -24.075488 9.890304 -2.768839 -1.1 -0.9 0.6 -0.29
C -25.436155 9.135388 -2.522565 0.0 0.4 0.8 -0.19
C -26.119412 8.848197 -3.873377 2.0 0.5 0.0 -0.30
C -27.524519 8.452073 -3.777335 -2.2 0.3 -1.3 -0.11
C -22.192626 12.094834 -2.329191 -0.4 0.6 -0.9 -0.26
C -22.020654 13.300149 -1.394083 0.9 0.1 0.4 -0.24
C -21.008492 14.376306 -1.856444 -1.3 -1.4 -1.8 -0.28
C -20.378348 15.200028 -0.820262 -0.6 1.4 0.7 -0.11
C -22.445447 10.177098 -0.273840 -1.2 -0.4 0.5 -0.27
C -23.129066 9.037212 0.553619 0.7 0.4 0.6 -0.20
C -22.287946 8.814016 1.840117 0.3 -1.2 -1.1 -0.27
C -22.445089 9.873210 2.889974 -0.4 0.6 -1.3 -0.10
H -28.316489 14.922129 -1.023004 0.0 0.7 -0.2 0.07
H -28.381522 13.946536 -2.481397 0.5 -0.2 0.6 0.07
H -27.013047 15.014348 -2.347609 -0.2 0.6 0.4 0.04
H -27.355999 12.451988 -0.737884 -0.1 0.6 0.2 0.12
H -26.590653 13.859019 0.079791 -0.1 -0.1 -0.1 0.11
H -24.918972 13.859204 -1.849784 0.3 0.2 -0.1 0.08
H -25.810367 12.497550 -2.510524 -0.1 0.2 -0.7 0.03
H -25.406895 11.092217 -0.479562 -1.1 -0.3 0.1 0.07
H -24.347445 12.222718 0.208982 -0.5 0.5 -0.6 0.11
H -23.260003 9.213519 -2.958599 0.3 -0.5 -0.6 0.10
H -24.253891 10.578039 -3.583727 0.2 0.1 -0.7 -0.03
H -26.113644 9.790577 -1.910731 0.5 -0.4 -0.7 0.11
H -25.333609 8.238348 -1.883933 0.3 0.2 -0.4 0.12
H -25.545695 8.121692 -4.468922 0.1 0.1 0.2 0.11
H -26.050389 9.807839 -4.397279 -0.1 -0.1 -0.2 0.06
H -28.083780 8.761903 -4.709959 0.5 -0.1 1.1 0.09
H -27.967619 8.923231 -2.926378 -0.6 0.6 0.4 0.07
H -27.783870 7.424463 -3.658998 0.4 -1.0 0.1 0.07
H -22.506529 12.378054 -3.383063 0.0 -0.2 1.2 0.06
H -21.210686 11.624094 -2.407718 -0.1 -0.4 -0.1 0.10
H -21.583539 12.922372 -0.467441 -0.1 -0.1 0.2 0.10
H -22.999345 13.664062 -1.117277 -0.1 0.7 0.0 0.08
H -21.458066 14.982341 -2.659789 0.0 -0.1 0.3 0.10
H -20.209426 13.853497 -2.327686 0.7 -0.7 -0.8 0.09
H -19.602705 14.684976 -0.239575 -0.2 0.4 -0.2 0.10
H -21.183702 15.524829 -0.181079 -0.1 0.2 0.9 0.07
H -20.073543 16.132844 -1.307735 0.7 -0.3 0.4 0.09
H -22.064572 10.982233 0.364338 0.1 -0.2 -0.1 0.09
H -21.643605 9.769341 -0.890153 0.4 -0.2 0.4 0.10
H -23.224125 8.185094 -0.138862 0.1 0.0 0.7 0.11
H -24.097857 9.203449 1.053160 -0.2 0.6 -1.2 0.11
H -21.240952 8.741890 1.571881 0.4 -0.3 0.0 0.11
H -22.589810 7.857493 2.255282 0.0 -0.2 0.1 0.11
H -21.884603 10.754006 2.626958 0.3 0.5 0.0 0.07
H -22.080275 9.517279 3.813793 0.2 -0.2 1.2 0.07
H -23.480374 10.178699 2.926213 -0.4 0.0 0.5 0.08
C -18.843381 9.422556 -10.372085 -2.0 -1.0 1.1 -0.08
C -19.693864 8.228537 -9.752811 -0.6 0.6 0.2 -0.22
C -20.553533 8.588464 -8.503710 -1.0 0.6 -0.8 -0.23
C -21.692508 9.564481 -8.909400 -0.2 -0.6 0.6 -0.27
P -22.768537 10.173458 -7.571171 1.6 -0.2 0.3 1.00
C -23.788692 11.452475 -8.273134 2.4 1.9 0.3 -0.34
C -24.007783 11.569090 -9.753651 -1.5 0.3 -0.7 -0.20
C -25.061731 12.749026 -9.902949 0.2 -0.5 0.5 -0.20
C -26.470033 12.570998 -9.243761 1.0 0.4 -1.6 -0.08
C -23.704586 8.926415 -6.715294 0.1 -2.5 2.4 -0.28
C -24.515927 7.894126 -7.558065 1.5 0.2 -0.9 -0.23
C -25.558273 8.544013 -8.432821 -0.3 -0.5 -0.2 -0.27
C -26.733207 9.239057 -7.724752 -0.3 0.6 -0.4 -0.08
C -21.654414 10.870962 -6.308059 0.0 -0.9 1.3 -0.28
C -20.723144 11.872877 -6.953774 0.2 -0.3 0.8 -0.28
C -20.156512 12.860005 -5.969515 1.8 1.5 0.2 -0.25
C -18.853137 12.328553 -5.314354 -1.5 0.4 -0.1 -0.08
H -18.156655 8.895168 -10.957110 1.6 -0.3 -0.9 0.05
H -18.359090 10.031878 -9.608493 0.0 0.0 -0.1 0.07
H -19.427057 10.012513 -11.082994 -0.1 0.2 0.4 0.07
H -19.035883 7.432057 -9.388094 0.1 0.1 -0.5 0.10
H -20.370777 7.831583 -10.564643 0.8 0.2 0.9 0.12
H -19.933398 8.987511 -7.697693 0.0 0.1 -0.1 0.10
H -21.120131 7.754124 -8.092813 0.6 -0.6 0.0 0.10
H -22.392160 9.034646 -9.581408 0.5 0.4 -0.2 0.11
H -21.264678 10.444617 -9.381264 -0.3 0.2 -0.3 0.09
H -23.345038 12.452237 -7.935091 -0.3 -1.3 -0.2 0.09
H -24.665675 11.444576 -7.710194 -1.7 -0.2 0.7 -0.02
H -24.385389 10.601653 -10.167348 0.1 0.9 0.1 0.10
H -23.123151 11.848920 -10.354146 -0.2 -0.2 0.6 0.12
H -25.094341 12.968026 -10.950103 -0.6 0.1 -0.7 0.10
H -24.633950 13.665606 -9.472410 0.3 -0.3 0.1 0.08
H -27.079723 11.876435 -9.807654 -0.1 -0.4 0.0 0.08
H -27.003443 13.523104 -9.291683 0.1 0.0 0.1 0.06
H -26.385513 12.265317 -8.225430 -0.1 -0.2 0.7 0.02
H -24.272444 9.371693 -5.835954 0.3 0.0 -1.4 0.07
H -22.951697 8.275110 -6.119617 -0.6 1.1 -1.0 0.13
H -24.902391 7.039673 -6.978355 0.1 0.6 0.1 0.12
H -23.768754 7.441058 -8.288428 -0.7 0.2 0.9 0.12
H -25.905063 7.752676 -9.068856 -0.9 -0.8 0.0 0.11
H -25.032012 9.056030 -9.244979 -0.2 1.0 0.5 0.08
H -27.441238 9.617223 -8.499110 0.3 -0.4 0.6 0.08
H -26.465528 10.149733 -7.134500 0.1 -0.8 -0.2 0.05
H -27.285698 8.536402 -7.050729 0.5 0.5 -0.6 0.08
H -21.024849 10.110654 -5.719234 -1.2 0.6 -1.1 0.13
H -22.351068 11.323541 -5.556731 0.5 0.0 -0.6 0.04
H -21.268363 12.433545 -7.667255 -0.5 0.5 -1.1 0.07
H -19.878376 11.359430 -7.437941 -0.4 0.1 -0.1 0.12
H -20.780392 13.095456 -5.082131 -0.3 0.1 -1.0 0.10
H -19.916468 13.782857 -6.572867 -0.4 -0.5 1.0 0.11
H -18.006448 12.295624 -5.980231 0.1 -0.5 -0.3 0.08
H -19.225474 11.373044 -4.933214 1.1 -0.3 0.2 0.07
H -18.572363 12.979973 -4.498066 0.1 0.0 0.4 0.06
Br -24.959240 12.566946 -5.137123 0.1 0.1 -0.2 0.00
```
Positions in Å, forces in eV/Å.

Summary:
LUMO level: -3.55 eV
Charge: +2
Energy above the lowest of the compared OMol25 structures with the same formula, charge and spin: 0.00 kcal/mol
HOMO energy: -12.87 eV
Orbital gap: 0.342 Ha